Here is a structure of composition C15H16BrCl3GaNOSi from OMol25. Energies are from ωB97M-V with the def2-TZVPD basis set.

As for the total charge: 0. For the largest force on an atom, the calculation gives 0.4 eV/Å. As for the relative energy (zero: lowest compared OMol25 entry of this formula, charge and spin): 1.428 eV.

Geometry (Å):
1 Ga 0.52 -0.45 1.82
2 O -4.39 -4.23 2.19
3 C -3.38 -3.35 2.11
4 C -3.06 -2.65 0.95
5 C -2.01 -1.77 0.99
6 N -1.28 -1.55 2.09
7 C -1.58 -2.25 3.19
8 Br -0.56 -1.96 4.74
9 C -2.63 -3.14 3.25
10 H -4.85 -4.31 1.34
11 H -3.61 -2.80 0.03
12 H -1.70 -1.22 0.11
13 H -2.85 -3.67 4.16
14 Cl 2.00 2.59 2.53
15 Si 0.79 1.25 3.57
16 Cl 1.89 -2.16 2.04
17 Cl 2.01 0.58 5.11
18 C 2.59 -0.09 -0.82
19 C 1.13 0.25 -1.17
20 C 0.60 -0.86 -2.10
21 C 0.25 0.28 0.04
22 C 1.06 1.63 -1.82
23 C 0.39 1.88 -3.02
24 C 0.30 3.16 -3.54
25 C 0.89 4.23 -2.89
26 C 1.56 4.00 -1.69
27 C 1.64 2.72 -1.17
28 H 2.66 -1.12 -0.48
29 H 2.98 0.54 -0.03
30 H 3.22 0.03 -1.70
31 H 0.72 -1.82 -1.61
32 H 1.15 -0.88 -3.04
33 H -0.46 -0.72 -2.33
34 H -0.66 0.86 -0.12
35 H -0.08 1.06 -3.56
36 H -0.22 3.32 -4.48
37 H 0.82 5.23 -3.29
38 H 2.02 4.82 -1.16
39 H 2.15 2.57 -0.23